# 1
15
Properties=species:S:1:pos:R:3 method="wB97M-V/def2-TZVPD" lumo_energy_ev=0.76 max_force_ev_per_a=1.7 homo_lumo_gap_ev=10.11 total_charge=0 homo_ev=-9.35 de_lowest_kj_mol=276.2
C 1.21127 0.59544 -0.77403
H 2.96919 -0.35652 0.04167
H -1.82563 0.85629 1.77942
H 2.15476 -1.29117 -1.23009
H 1.72993 1.14986 -1.55748
H 0.38973 1.02984 0.94488
H 0.20656 0.25670 -1.13531
N -1.10860 0.16818 1.49025
H -3.29307 0.22985 0.25921
C 2.00107 -0.64428 -0.36873
N -2.62137 -0.51461 0.01458
H 1.44306 -1.19688 0.38994
N -1.41792 -0.56119 0.54433
H -2.85054 -1.20180 -0.68356
O 1.01156 1.48029 0.28493

---

# 2
15
Properties=species:S:1:pos:R:3 method="wB97M-V/def2-TZVPD" lumo_energy_ev="1.05 / -2.33" multiplicity=3 max_force_ev_per_a=10.0 homo_lumo_gap_ev="5.86 / 6.92" total_charge=0 homo_ev="-4.80 / -9.26" de_lowest_kj_mol=111.4
C 0.00501 -1.36648 -0.40866
N 1.14118 0.49177 -1.56357
H -0.05903 2.41038 0.69484
H -1.35906 1.81276 -0.00159
H 1.06102 1.41724 -1.92672
H -0.86911 0.22239 1.95402
H -0.95625 0.21632 -1.42191
H 0.66584 -2.05491 -0.99799
H 1.44092 -0.66364 0.65100
N 0.63209 -1.17198 0.89942
O -1.15789 1.11020 1.76216
H 0.86104 -2.06768 1.31144
N -0.58704 1.50734 0.56421
H -0.86769 -1.85209 -0.26389
C 0.04897 -0.01161 -1.25275